Computed, not measured: C52H46N8O2S3SbV as an isolated structure at a distorted geometry, with wB97M-V/def2-TZVPD.

HOMO-LUMO gap (spin up / spin down) = 0.2538 / 0.2515 Eh
E_HOMO (spin up / spin down) = -9.63 / -9.92 eV
LUMO energy (spin up / spin down) = -2.7 / -3.1 eV
Expectation value of S² = 3.76
2S+1 = 4
Molecular weight = 1083.90 g/mol
Net charge = +1
Largest force on an atom = 1.38 eV Å⁻¹

```
113
Properties=species:S:1:pos:R:3:mulliken_spin:R:1
Sb 0.009 -1.734 1.149 -0.0139
V 0.337 0.992 -0.071 2.6640
S -2.964 0.393 -0.557 0.0849
S 5.230 1.358 -3.708 0.0009
S -1.695 -1.333 -3.281 0.0041
O -3.313 -0.870 0.039 -0.0126
O -3.044 1.575 0.270 -0.0013
N -6.195 1.020 -5.460 0.0000
N 4.177 -0.876 -2.607 -0.0014
N 0.404 -0.379 -2.128 -0.0237
N 3.419 1.208 -1.847 0.0229
N -0.141 2.811 -1.200 -0.0147
N -1.443 0.390 -1.092 -0.0251
N 2.051 1.007 1.347 0.0195
N -0.014 2.482 1.315 -0.2291
C 3.712 0.662 3.545 0.0137
C -3.080 -0.463 3.910 0.0103
C 2.000 -2.239 3.603 0.0010
C 0.514 2.391 2.534 0.0483
C -0.752 3.929 -3.210 -0.0026
C -3.873 1.763 -2.721 0.0009
C 2.508 1.338 3.676 0.0002
C -2.900 -4.319 -0.740 0.0003
C -2.128 -0.577 2.908 0.0057
C 4.595 2.849 -3.066 -0.0038
C 0.833 -1.090 -3.226 0.0108
C -4.803 -0.436 -2.393 0.0001
C -2.273 -4.956 -1.798 -0.0008
C -0.918 4.146 3.257 0.0298
C 3.039 3.604 -1.387 0.0572
C 1.010 -1.634 4.564 -0.0010
C 4.925 4.153 -3.405 -0.0004
C -1.649 4.660 -1.117 -0.0006
C 4.295 5.181 -2.724 0.0005
C -4.622 1.914 -3.867 0.0002
C 3.365 4.906 -1.720 0.0101
C 1.312 -3.832 -1.445 0.0045
C -5.559 -0.286 -3.538 0.0002
C -1.555 4.801 -2.491 0.0117
C -0.794 -3.308 -0.091 -0.0091
C -0.916 -4.768 -1.997 0.0010
C -0.072 2.938 -2.524 0.0630
C 4.059 -3.239 1.983 -0.0005
C 3.649 2.559 -2.075 -0.0122
C 3.215 0.369 1.237 0.0736
C 2.845 -2.848 1.440 -0.0003
C 4.183 0.491 -2.599 0.0200
C -0.919 3.658 -0.499 0.0418
C -5.479 0.889 -4.294 0.0003
C 1.712 1.514 2.559 0.0852
C -3.361 -1.561 4.704 0.0008
C 4.244 -3.154 3.352 -0.0008
C -1.320 4.342 1.943 -0.0169
C -1.733 -2.892 3.495 0.0038
C 1.785 -2.390 2.223 -0.0151
C -1.020 -4.206 3.329 -0.0032
C -0.138 -1.676 -3.955 0.0055
C -2.162 -3.502 0.102 0.0019
C -0.158 -3.952 -1.161 -0.0051
C -2.694 -2.760 4.492 0.0007
C -3.958 0.586 -1.985 0.0068
C 4.083 0.191 2.301 0.0001
C 0.048 3.195 3.561 -0.0171
C -1.454 -1.775 2.694 -0.0531
C -0.916 -0.392 -2.053 0.0055
C 3.225 -2.642 4.137 0.0024
C -0.817 3.490 0.973 0.1028
H -4.854 -1.345 -1.809 0.0001
H 4.354 0.516 4.403 -0.0008
H -1.989 5.149 1.687 0.0000
H 5.656 4.362 -4.173 0.0000
H -2.278 5.319 -0.536 0.0007
H -3.218 2.556 -2.385 -0.0017
H -1.321 -4.704 2.408 0.0004
H -1.310 4.782 4.039 0.0014
H -2.677 -2.990 0.903 -0.0009
H -2.107 5.583 -2.996 0.0002
H 1.530 -4.138 -2.467 0.0000
H -4.556 2.828 -4.445 0.0001
H -3.606 0.472 4.053 0.0008
H 3.725 -1.314 -1.820 -0.0011
H -0.422 -5.268 -2.822 0.0000
H 5.176 -3.464 3.806 -0.0001
H -4.103 -1.491 5.489 0.0000
H 2.733 -2.898 0.370 0.0037
H 2.326 3.379 -0.603 0.0393
H -6.218 -1.083 -3.860 0.0000
H -2.917 -3.613 5.121 -0.0002
H 3.450 0.006 0.246 -0.0511
H 0.064 -4.074 3.284 0.0007
H 1.889 -1.143 -3.446 -0.0004
H -2.834 -5.598 -2.464 -0.0001
H 0.413 -0.845 4.109 -0.0019
H -1.933 0.280 2.271 0.0570
H 2.899 5.726 -1.189 0.0003
H 4.536 6.207 -2.968 0.0000
H -0.650 4.009 -4.283 -0.0004
H -1.245 -4.873 4.160 0.0000
H 2.202 1.736 4.633 0.0004
H 4.850 -3.605 1.341 0.0000
H 1.645 -2.798 -1.331 -0.0023
H -6.970 0.397 -5.606 0.0000
H 5.018 -0.328 2.150 0.0006
H -3.961 -4.446 -0.568 0.0000
H 1.889 -4.470 -0.776 0.0001
H -6.324 1.946 -5.830 0.0000
H 4.987 -1.352 -2.965 0.0000
H 0.441 3.115 4.564 -0.0003
H 3.379 -2.539 5.205 -0.0002
H 0.314 -2.381 4.949 0.0001
H -0.036 -2.283 -4.838 0.0003
H 0.557 2.221 -3.036 0.0025
H 1.541 -1.210 5.417 0.0000
```

Computed, not measured: C20H41HgO11S5 as an isolated structure at a distorted geometry, with wB97M-V/def2-TZVPD.

HOMO-LUMO gap = 0.3615 Eh
E_HOMO = -12.08 eV
LUMO energy = -2.2 eV
Molecular weight = 818.46 g/mol
Net charge = +1
Largest force on an atom = 4.35 eV Å⁻¹

```
78
Properties=species:S:1:pos:R:3:mulliken_charge:R:1
Hg 0.207 -0.647 -0.207 2.0798
S -2.530 -2.008 1.376 1.4716
S -3.123 -0.114 -1.907 0.9183
S 1.000 1.262 -4.358 1.0924
S 2.481 -1.931 2.474 1.2409
S -0.955 2.088 1.616 1.1755
O -1.854 2.832 0.789 -0.8417
O -1.737 0.140 -1.616 -0.6079
O 0.962 0.277 -3.275 -0.5532
O -3.641 -1.445 -1.856 -0.6896
O -1.023 0.631 1.533 -0.3330
O -1.414 -2.057 0.359 -1.0556
O 1.818 -2.437 1.309 -0.7114
O 1.717 -1.380 3.560 -0.7212
O -0.224 1.886 -4.826 -0.7015
O 2.002 0.309 -0.539 -0.6563
O -3.589 -1.099 1.077 -0.6893
C 5.032 -1.799 1.956 -0.6699
C 0.464 2.835 3.729 -0.8870
C -4.860 2.090 -2.029 -0.7382
C -3.130 -4.032 2.952 -0.4625
C 0.742 2.509 1.359 -0.5774
C -0.964 2.521 3.366 -0.7331
C -3.524 0.537 -3.569 -0.7001
C 3.238 0.710 -5.586 -0.4961
C -3.236 -3.675 1.443 -0.9669
C 1.440 2.272 2.675 0.0474
C 3.361 2.095 -5.146 -0.6627
C -4.152 1.084 -0.995 -0.0706
C 4.903 -2.636 3.204 -0.6090
C 2.347 2.462 -4.028 -0.5730
C 1.724 0.469 -5.796 -0.8656
C 3.544 -3.272 3.222 -0.8211
C -3.982 2.006 -3.370 -0.5573
C 3.814 -0.809 1.937 -0.4103
C -1.993 -1.890 3.025 -0.0419
C -3.128 -2.704 3.680 -0.7283
H -3.090 -2.793 4.757 0.4268
H -5.829 1.619 -2.280 0.2956
H 5.987 -1.290 1.790 0.4073
H -4.296 -3.606 1.114 0.3644
H -3.448 1.592 -0.360 -0.3187
H 1.462 -0.597 -5.785 0.3907
H 1.741 1.229 2.838 -0.2550
H -2.581 0.475 -4.098 0.2405
H -4.572 2.316 -4.274 0.3887
H -4.879 3.097 -1.735 0.4252
H -2.739 -4.265 0.704 0.4280
H 2.705 2.210 -3.052 0.2115
H -4.347 -0.012 -3.969 0.3934
H -1.587 3.430 3.478 0.3697
H -1.923 -0.842 3.297 -0.1612
H 2.331 2.917 2.734 0.4690
H 0.742 3.561 1.134 0.4454
H 2.185 0.132 -1.456 0.1342
H 3.498 -4.025 2.412 0.3668
H 3.713 0.018 -4.895 0.2844
H -4.803 0.559 -0.292 0.5349
H 3.276 2.770 -6.011 0.2764
H 3.809 0.518 -6.555 0.3294
H 4.333 2.301 -4.790 0.4019
H 5.028 -2.054 4.125 0.3038
H 0.622 2.515 4.736 0.4406
H -1.000 -2.273 3.075 0.1857
H 3.603 -0.356 0.971 0.1712
H -3.997 -4.692 3.076 0.3606
H -3.078 2.598 -3.289 0.2674
H 1.384 0.880 -6.708 0.4408
H -4.019 -2.112 3.437 0.3158
H 5.724 -3.389 3.310 0.3385
H 3.141 -3.495 4.216 0.3771
H 1.188 1.991 0.527 0.0928
H 0.626 3.902 3.720 0.3466
H 3.923 0.020 2.656 0.3961
H 1.975 3.473 -4.119 0.3974
H -2.153 -4.552 3.138 0.2830
H 4.938 -2.469 1.005 0.2511
H -1.331 1.626 3.880 0.2877
```

Computed, not measured: a 2-piece molecular cluster, C3H9NO3 overall at a distorted geometry, with wB97M-V/def2-TZVPD.

HOMO-LUMO gap = 0.3507 Eh
E_HOMO = -9.23 eV
LUMO energy = 0.3 eV
Structure (SMILES) = CNCC(=O)O.O
Molecular weight = 107.11 g/mol
Largest force on an atom = 1.97 eV Å⁻¹

```
16
Properties=species:S:1:pos:R:3:mulliken_charge:R:1
O -1.172 0.827 -1.381 -0.5541
O 2.450 -5.312 -1.402 -0.6311
O 0.520 -0.474 -0.682 -0.4378
N -0.949 2.224 1.131 -0.3357
C -1.194 1.751 2.492 -0.8820
C 0.183 1.544 0.527 -0.4824
C -0.254 0.641 -0.638 0.5843
H -1.766 2.048 0.561 0.2619
H -0.289 1.791 3.102 0.3307
H 1.528 -5.523 -1.226 0.3179
H 2.433 -4.355 -1.504 0.3136
H 0.923 2.220 0.073 0.2551
H -1.520 0.705 2.556 0.3206
H 0.124 -0.886 -1.475 0.3382
H 0.795 0.938 1.191 0.2898
H -1.903 2.414 2.985 0.3109
```

Computed, not measured: a 8-piece molecular cluster, C30H83N7O9 overall at a distorted geometry, with wB97M-V/def2-TZVPD.

HOMO-LUMO gap = 0.3409 Eh
E_HOMO = -8.71 eV
LUMO energy = 0.6 eV
Structure (SMILES) = COC[C@H](C)N.COC[C@H](C)N.COC[C@H](C)N.COC[C@H](C)N.COC[C@H](C)N.COC[C@H](C)N.COC[C@H](C)N.OCCO
Molecular weight = 686.03 g/mol
Largest force on an atom = 7.49 eV Å⁻¹

```
129
Properties=species:S:1:pos:R:3:mulliken_charge:R:1
O -1.546 -1.503 -1.467 2.2541
O -0.800 5.319 -0.579 -0.4431
O -4.273 -0.894 -3.025 -0.3270
O 1.235 0.141 0.576 0.3481
O -1.935 0.163 1.741 -0.3190
O 1.558 3.034 -3.062 -0.3880
O -1.227 -4.764 -2.347 -0.6661
O 4.614 0.318 5.628 -0.3041
O 2.716 -5.224 2.200 -0.4335
N 1.377 -1.002 -1.697 -0.5666
N -0.709 -2.144 1.315 1.5826
N -2.793 6.980 -0.652 -0.8858
N 4.337 -1.641 3.642 -0.4235
N -4.019 2.696 -2.539 -0.4579
N 1.838 3.913 -5.505 -0.6839
N 1.505 -7.044 0.616 -0.8290
C 1.433 4.812 -4.500 0.7327
C 2.283 -0.777 0.496 -0.4206
C -3.795 1.415 -3.200 0.0322
C 0.714 4.053 -3.455 0.0728
C 0.516 5.822 -5.190 -1.6558
C -1.811 6.523 -2.815 -1.2072
C -2.086 4.830 -0.917 -0.3030
C -1.986 -2.178 2.100 -0.1807
C 1.679 -4.853 1.272 0.3404
C 0.687 -5.957 1.070 1.1067
C 2.004 -1.747 -0.606 3.2722
C -5.087 -1.939 -2.547 -0.7987
C 3.181 -1.159 4.324 1.0806
C -2.822 -1.007 1.563 -0.3492
C -2.337 1.166 -3.005 -0.6830
C -2.717 6.008 -1.705 0.0318
C 3.554 -0.664 5.707 -1.2657
C 5.068 0.995 6.780 -0.7901
C -1.955 1.064 0.739 -0.5680
C -1.585 -2.152 3.549 -1.3648
C 3.802 -4.336 2.228 -0.7006
C -1.263 -3.796 -1.352 0.7657
C -0.372 4.656 0.658 -0.6375
C -4.553 0.347 -2.394 -1.2627
C 3.200 -2.646 -1.016 -1.9696
C 2.134 -2.275 4.452 -1.3887
C 1.137 0.749 1.874 -0.6019
C 0.078 -6.349 2.453 -1.3107
C -1.517 -2.520 -2.209 -1.1793
C 0.927 2.102 -2.158 -0.1292
H 0.849 -6.613 3.180 0.3976
H 0.393 1.298 -2.700 0.1677
H -2.974 7.877 -1.074 0.2809
H -3.752 -0.845 2.084 0.4277
H 0.331 6.609 -4.508 0.3313
H 3.545 -3.328 1.951 0.2144
H -2.124 -0.925 -1.913 -1.4341
H -1.834 7.004 -0.331 0.3040
H -0.968 -1.249 3.776 0.0627
H 1.271 -2.465 -0.244 -1.7855
H -2.093 -3.938 -0.674 0.3300
H 2.251 5.428 -4.035 0.1924
H -0.646 -7.111 2.473 0.4319
H 4.191 -4.306 3.281 0.1998
H 0.023 -5.677 0.263 -0.1269
H 1.582 1.623 -1.393 0.2978
H 1.977 1.324 2.193 0.6606
H -2.263 7.250 -3.430 0.4243
H -0.180 -1.392 1.750 -0.4233
H -1.707 1.918 -3.407 0.1816
H 2.447 -1.335 1.443 -0.9928
H 0.638 -1.609 -1.991 0.1701
H -2.009 3.892 -1.581 -0.0171
H -0.345 -4.708 -2.804 0.3540
H 2.856 -3.356 -1.779 0.3343
H 0.072 2.496 -1.641 -0.1445
H 5.026 -0.913 3.635 0.3052
H 0.481 4.765 -2.647 0.0680
H -1.938 0.331 -3.538 0.7937
H -0.388 5.425 -5.612 0.4090
H 1.213 -3.945 1.690 -0.2078
H -5.041 -1.960 -1.447 0.2566
H -2.545 -2.153 4.044 0.6054
H 2.478 -6.895 0.956 0.3313
H -0.940 -3.018 3.692 0.1206
H 3.996 -2.090 -1.552 0.4263
H 0.941 0.001 2.664 -0.3465
H 2.144 -4.593 0.314 0.1030
H -0.205 3.706 -3.841 -0.2204
H 2.737 3.589 -5.205 0.2444
H 2.774 -0.294 3.805 -0.3765
H 0.562 5.043 0.941 0.4265
H 4.705 -2.459 4.174 0.2407
H 2.440 -3.077 5.177 0.4919
H 0.798 -0.318 -1.135 -0.0753
H -0.724 -2.451 -2.936 0.6361
H 4.376 1.755 7.201 0.2700
H -0.288 3.585 0.464 -0.1348
H -0.351 -3.769 -0.797 -0.9509
H -4.105 1.552 -4.170 0.5369
H 6.037 1.418 6.518 0.2572
H 0.345 1.475 1.936 -0.1127
H 3.097 -0.216 0.332 1.1857
H -6.151 -1.692 -2.752 0.3559
H 1.084 6.350 -5.971 0.4562
H -4.157 0.220 -1.399 0.3677
H -1.030 4.761 1.483 0.4553
H -2.467 -3.104 1.907 0.6680
H -1.589 5.622 -3.458 0.0527
H -2.032 1.015 -1.976 -0.4724
H 2.670 -0.158 6.099 0.4133
H 1.198 -1.942 4.833 0.4439
H 1.304 -7.964 1.063 0.3136
H 2.184 4.405 -6.324 0.2881
H -2.785 4.521 -0.119 0.5590
H -4.817 -2.911 -3.067 0.2626
H 3.686 -3.157 -0.216 0.3502
H -2.390 -2.630 -2.873 0.2027
H -4.873 2.690 -1.978 0.1892
H 3.795 -1.463 6.347 0.5277
H 5.246 0.309 7.609 0.3190
H 1.943 -2.828 3.511 0.0793
H -0.824 6.761 -2.576 0.3949
H -0.503 -5.544 2.837 0.0578
H -0.896 -1.826 0.326 -0.9616
H -4.238 3.387 -3.296 0.2551
H 4.575 -4.798 1.629 0.3573
H -1.451 0.693 -0.152 -0.1847
H -3.673 5.754 -1.999 0.6197
H -5.602 0.577 -2.216 0.6242
H -3.023 -1.148 0.528 0.0474
H -1.733 2.084 1.062 0.3823
H -3.023 1.104 0.562 0.3279
```

Computed, not measured: a 3-piece molecular cluster, C4H15NO2 overall at a distorted geometry, with wB97M-V/def2-TZVPD.

HOMO-LUMO gap = 0.3371 Eh
E_HOMO = -8.61 eV
LUMO energy = 0.6 eV
Structure (SMILES) = CCN(C)C.O.O
Molecular weight = 109.17 g/mol
Largest force on an atom = 1.50 eV Å⁻¹

```
22
Properties=species:S:1:pos:R:3:mulliken_charge:R:1
O -3.554 -0.761 0.257 -0.6401
O -0.925 0.449 -2.879 -0.6203
N 1.100 0.277 0.720 0.0185
C 2.301 0.437 -0.088 -1.0805
C 0.093 -0.608 0.084 -0.2039
C -0.126 -1.877 0.926 -1.4061
C 0.575 1.573 1.159 -0.9443
H -2.763 -1.285 0.095 0.3494
H 0.712 1.731 2.231 0.2654
H 2.919 -0.455 -0.035 0.3026
H -0.285 -2.695 0.219 0.3466
H 0.976 2.424 0.606 0.3688
H 0.721 -2.093 1.560 0.4189
H -1.274 1.266 -3.248 0.3133
H -0.483 1.692 0.937 0.3016
H -0.844 -0.071 -0.004 0.1179
H -0.237 0.717 -2.254 0.3290
H -1.048 -1.854 1.505 0.3106
H 2.928 1.176 0.418 0.4400
H 2.100 0.740 -1.118 0.3385
H 0.465 -0.864 -0.911 0.3660
H -3.353 0.082 -0.181 0.3079
```